C33H92N12O8P4S | the ωB97M-V functional and the def2-TZVPD basis

XYZ file:
```
150
Properties=species:S:1:pos:R:3
C 7.975 2.236 4.647
O 7.892 1.394 3.511
C 6.546 1.105 3.158
C 6.227 1.596 1.724
C 4.943 2.456 1.734
C 5.146 3.810 2.450
C 4.119 4.128 3.534
C 2.678 4.389 2.975
C 1.810 3.164 3.259
C 0.383 3.284 2.737
O -0.345 2.167 3.315
S -1.948 2.449 3.294
O -2.475 1.850 2.083
O -2.487 1.496 4.490
H 8.958 2.132 5.110
H 7.218 1.991 5.400
H 7.839 3.285 4.353
H 5.824 1.527 3.865
H 6.398 0.019 3.188
H 7.034 2.209 1.319
H 6.068 0.724 1.087
H 4.621 2.630 0.704
H 4.174 1.830 2.197
H 6.132 3.767 2.926
H 5.179 4.593 1.690
H 4.028 3.307 4.251
H 4.406 5.016 4.102
H 2.714 4.672 1.920
H 2.281 5.242 3.531
H 2.212 2.228 2.869
H 1.733 3.032 4.343
H -0.083 4.246 2.976
H 0.349 3.134 1.654
H -2.810 0.670 4.086
O -7.985 -1.302 -0.682
P -6.682 -0.527 -0.718
N -7.229 0.804 -1.664
C -6.466 1.559 -2.629
C -8.246 1.642 -1.038
N -5.782 -1.695 -1.639
C -5.803 -1.666 -3.091
C -5.975 -3.066 -1.175
N -5.208 0.233 -0.252
C -5.289 1.275 0.772
C -3.871 -0.001 -0.763
H -5.717 2.223 -2.171
H -7.132 2.193 -3.218
H -5.965 0.925 -3.358
H -7.799 2.423 -0.407
H -8.910 1.044 -0.413
H -8.874 2.123 -1.793
H -6.818 -1.563 -3.498
H -5.365 -2.578 -3.499
H -5.174 -0.860 -3.477
H -6.913 -3.502 -1.538
H -5.984 -3.105 -0.083
H -5.144 -3.693 -1.510
H -5.170 2.272 0.332
H -4.531 1.147 1.540
H -6.257 1.244 1.278
H -3.745 0.421 -1.764
H -3.615 -1.056 -0.788
H -3.118 0.469 -0.125
O 13.391 -1.244 4.790
P 12.376 -2.195 4.187
N 11.028 -1.127 4.176
C 9.640 -1.472 4.376
C 11.153 0.031 3.295
N 12.347 -3.318 5.512
C 11.444 -3.117 6.632
C 13.679 -3.653 6.011
N 11.620 -3.378 3.177
C 11.529 -3.075 1.752
C 11.029 -4.646 3.556
H 9.197 -2.005 3.520
H 9.045 -0.570 4.526
H 9.479 -2.068 5.272
H 10.830 -0.200 2.271
H 12.186 0.376 3.253
H 10.555 0.867 3.662
H 11.461 -2.086 7.009
H 11.701 -3.784 7.456
H 10.419 -3.388 6.366
H 14.082 -2.880 6.674
H 14.378 -3.786 5.183
H 13.645 -4.600 6.556
H 10.506 -2.800 1.468
H 11.842 -3.923 1.139
H 12.183 -2.241 1.490
H 10.074 -4.499 4.068
H 11.684 -5.238 4.190
H 10.833 -5.258 2.671
O 0.243 -3.284 -0.479
P -0.079 -4.455 0.428
N -0.945 -5.406 -0.715
C -2.070 -6.274 -0.454
C -0.160 -5.899 -1.842
N -1.119 -3.586 1.514
C -2.537 -3.449 1.238
C -0.585 -2.286 1.910
N 0.057 -5.728 1.590
C 1.038 -6.775 1.316
C -0.697 -5.922 2.813
H -1.796 -7.201 0.072
H -2.535 -6.567 -1.397
H -2.858 -5.778 0.108
H 0.341 -6.848 -1.606
H 0.606 -5.176 -2.127
H -0.792 -6.050 -2.720
H -2.730 -3.145 0.201
H -2.997 -2.710 1.897
H -3.075 -4.375 1.455
H -0.749 -1.522 1.143
H 0.487 -2.348 2.107
H -1.060 -1.955 2.839
H 0.550 -7.702 0.990
H 1.647 -6.995 2.196
H 1.727 -6.465 0.529
H -1.718 -6.252 2.599
H -0.735 -5.026 3.426
H -0.230 -6.692 3.433
O -6.705 5.194 -7.110
P -8.195 4.949 -6.967
N -8.177 3.246 -7.213
C -9.190 2.444 -7.858
C -7.482 2.476 -6.188
N -8.679 5.836 -8.380
C -8.730 5.187 -9.679
C -8.008 7.129 -8.504
N -9.824 4.985 -6.392
C -10.058 4.514 -5.030
C -11.022 5.402 -7.094
H -10.102 2.322 -7.255
H -8.798 1.444 -8.053
H -9.471 2.834 -8.834
H -8.145 2.234 -5.345
H -6.627 3.028 -5.794
H -7.086 1.543 -6.597
H -7.829 4.596 -9.892
H -8.846 5.926 -10.473
H -9.611 4.547 -9.766
H -6.995 7.035 -8.909
H -7.941 7.622 -7.533
H -8.588 7.787 -9.157
H -10.529 3.524 -5.026
H -10.695 5.202 -4.471
H -9.119 4.439 -4.479
H -11.322 4.661 -7.840
H -10.907 6.367 -7.579
H -11.856 5.515 -6.395
```

Output
**E**: -117957.46791 eV

C33H95N7O12 | the ωB97M-V functional and the def2-TZVPD basis

XYZ file:
```
147
Properties=species:S:1:pos:R:3
C 1.228 -1.226 -0.585
O 0.197 -0.281 -0.492
C -0.980 -0.620 -1.280
C -2.185 0.049 -0.459
C -2.261 -0.448 1.002
N -3.558 -0.035 -1.003
H 1.204 -1.690 -1.572
H 1.005 -2.022 0.125
H 2.215 -0.900 -0.258
H -1.015 -0.251 -2.306
H -1.098 -1.696 -1.151
H -2.075 1.128 -0.358
H -2.203 -1.535 1.066
H -3.262 -0.165 1.327
H -1.476 -0.030 1.633
H -4.160 0.722 -0.712
H -3.458 0.077 -2.002
C 4.989 -6.065 0.052
O 4.097 -4.986 0.232
C 3.370 -4.652 -0.942
C 4.166 -3.955 -2.025
C 4.939 -2.630 -1.643
N 3.223 -3.533 -3.050
H 5.007 -6.572 1.016
H 5.920 -5.682 -0.368
H 4.648 -6.927 -0.521
H 2.785 -5.445 -1.409
H 2.624 -3.933 -0.604
H 4.804 -4.752 -2.408
H 4.241 -1.920 -1.201
H 5.283 -2.163 -2.566
H 5.784 -2.635 -0.954
H 3.802 -3.301 -3.844
H 2.998 -2.567 -2.863
C 0.424 -4.760 -3.780
O -0.678 -4.311 -4.590
C -0.594 -2.862 -4.646
C -1.561 -2.172 -5.646
C -1.393 -2.534 -7.104
N -1.578 -0.701 -5.625
H 0.336 -4.392 -2.758
H 1.385 -4.478 -4.211
H 0.436 -5.846 -3.692
H -0.597 -2.428 -3.646
H 0.425 -2.676 -4.986
H -2.555 -2.388 -5.254
H -0.367 -2.369 -7.431
H -2.076 -2.215 -7.891
H -1.534 -3.613 -7.174
H -2.330 -0.340 -6.195
H -1.911 -0.412 -4.717
C 0.424 7.265 2.182
O 0.352 5.838 2.011
C -0.294 5.304 3.130
C -0.161 3.827 3.196
C -0.474 3.042 1.851
N -1.022 3.282 4.268
H 0.883 7.622 3.104
H -0.607 7.619 2.190
H 0.940 7.695 1.324
H -0.196 5.740 4.124
H -1.338 5.473 2.867
H 0.853 3.541 3.475
H 0.397 3.130 1.202
H -1.385 3.366 1.348
H -0.540 1.955 1.805
H -0.741 2.315 4.346
H -1.957 3.260 3.887
C 4.179 4.225 3.003
O 4.368 3.589 1.757
C 4.901 2.300 1.897
C 4.843 1.653 0.423
C 3.450 1.825 -0.203
N 5.313 0.270 0.257
H 3.878 5.268 2.905
H 5.055 4.223 3.652
H 3.419 3.774 3.641
H 5.925 2.369 2.264
H 4.298 1.788 2.648
H 5.530 2.278 -0.148
H 3.158 2.868 -0.325
H 2.657 1.352 0.377
H 3.419 1.366 -1.191
H 5.286 -0.048 -0.701
H 6.295 0.114 0.437
N 4.602 -2.283 1.601
C 4.649 -2.054 2.909
N 4.641 -0.742 3.138
O 4.598 -2.982 3.680
H 4.850 -1.591 0.908
H 4.517 -3.271 1.411
H 4.479 -0.363 4.060
H 4.769 -0.139 2.338
C 0.383 2.881 -1.635
C 0.735 3.989 -2.690
O -0.414 4.405 -3.353
H 0.151 1.986 -2.213
H -0.414 3.231 -0.978
H 1.241 2.597 -1.026
H 1.531 3.645 -3.350
H 1.173 4.821 -2.140
H -0.475 5.350 -3.193
C -3.760 4.824 -3.046
C -3.824 3.348 -2.585
O -2.951 2.618 -3.437
H -3.991 4.947 -4.104
H -2.817 5.348 -2.890
H -4.451 5.391 -2.422
H -4.840 2.959 -2.536
H -3.522 3.281 -1.540
H -2.191 3.200 -3.366
C -3.844 -3.097 -2.728
C -5.127 -2.766 -2.091
O -4.991 -2.481 -0.697
H -3.409 -3.975 -2.252
H -3.198 -2.246 -2.514
H -3.914 -3.347 -3.786
H -5.860 -3.572 -2.123
H -5.553 -1.924 -2.637
H -4.530 -1.639 -0.702
C -5.673 -3.852 4.108
C -5.281 -3.052 2.899
O -5.913 -3.646 1.888
H -6.074 -4.847 3.916
H -6.459 -3.325 4.648
H -4.873 -3.867 4.848
H -4.223 -3.022 2.638
H -5.598 -2.013 2.992
H -5.669 -3.356 1.005
C 1.137 -0.903 2.956
C 1.442 -0.123 4.317
O 0.307 0.700 4.588
H 0.303 -1.560 3.202
H 1.984 -1.449 2.541
H 0.814 -0.335 2.084
H 2.159 0.659 4.067
H 1.719 -0.744 5.168
H -0.356 0.087 4.915
C -3.318 0.891 4.381
C -4.465 1.651 3.702
O -4.017 2.900 3.336
H -3.593 -0.084 4.784
H -2.984 1.497 5.223
H -2.492 0.689 3.698
H -5.160 1.845 4.519
H -4.885 1.134 2.840
H -4.813 3.420 3.200
```

Output
**E**: -70755.59993 eV
**Energy relative to the best compared isomer or geometry (same formula, charge and spin)**: 0.0 kcal/mol
**Structure (SMILES)**: COC[C@H](C)N.COC[C@H](C)N.COC[C@H](C)N.COC[C@H](C)N.COC[C@H](C)N.NC(N)=O.CCO.CCO.CCO.CCO.CCO.CCO

Q: Number 2 is which compound?
A: C33H95N7O12

Q: Look up the E of the second one.
A: -70755.59993 eV

Q: E of number 1 (C33H92N12O8P4S)?
A: -117957.46791 eV

Q: What is the E in the second record?
A: -70755.59993 eV